160
Properties=species:S:1:pos:R:3:forces:R:3 method="wB97M-V/def2-TZVPD" s_squared=2.03 lumo_ev="-7.5 / -7.6" gap_ev="2.7 / 2.6" total_charge=+1 multiplicity=3 total_energy_ev=-98183.8737
Pt -7.3235 3.8818 -3.0102 -0.01 0.00 0.18
C -1.7313 0.3796 -0.4623 -0.12 -0.81 -1.39
O -1.1130 -0.8090 -1.0177 -0.52 1.79 1.18
O -2.7815 0.8773 -1.2931 1.87 -0.75 2.33
C -1.9292 0.4937 1.1183 -1.66 0.26 1.70
F -3.0183 -0.1407 1.6462 0.62 -0.15 -1.11
F -0.8704 0.0594 1.7866 0.43 -0.68 -0.75
F -2.0796 1.7722 1.5748 0.05 -0.27 -1.53
C -1.4778 -2.1225 -0.6043 -0.30 -0.30 -0.38
C -0.3694 -3.0579 -1.0727 -0.08 -0.38 0.21
H -0.3773 -3.3060 -2.1340 -0.12 0.61 -0.15
H 0.6033 -2.6491 -0.7990 -0.03 -0.03 -0.02
H -0.4683 -4.0432 -0.6170 -0.07 0.09 0.40
H -2.4269 -2.3626 -1.0837 -0.16 -0.21 0.04
H -1.6279 -2.1691 0.4743 0.19 -0.02 0.08
H -0.8665 1.0415 -0.5088 -0.13 0.88 -0.64
C -10.2988 2.0902 0.9535 2.31 1.11 0.62
C -9.4614 3.1547 1.6943 -0.36 -0.08 0.60
O -9.0285 4.1724 0.8153 -0.11 0.56 -1.09
O -9.3676 1.6938 -0.0506 -0.46 -0.48 -1.00
H -11.2020 2.5596 0.5636 -0.18 -0.40 -0.08
H -10.4097 1.2199 1.6003 -0.76 0.29 0.25
H -8.5329 2.7242 2.0695 -0.30 -0.51 0.31
H -10.0344 3.5907 2.5126 -0.02 -0.11 0.16
H -9.1319 5.0468 1.1980 -0.13 -0.17 0.20
H -9.6897 0.8537 -0.3855 0.17 -0.14 -0.29
C -9.7417 -0.9578 7.4067 -0.18 1.33 0.81
C -11.2323 -0.5840 7.4826 0.61 -2.35 0.00
O -11.4660 0.7353 7.2813 0.06 2.81 -0.65
O -9.0234 -0.4411 8.5400 -0.15 -0.42 -0.04
H -9.3172 -0.4861 6.5204 -0.11 -0.31 -0.36
H -9.6208 -2.0408 7.3798 -0.03 0.02 -0.01
H -11.6650 -0.8457 8.4483 0.18 -0.63 0.14
H -11.6934 -1.1584 6.6792 -0.30 -0.45 0.05
H -12.2927 0.8612 6.8098 0.06 0.01 0.13
H -8.4820 0.3067 8.2767 -0.15 -0.03 -0.06
C -8.6909 -1.4117 -6.1289 0.25 -1.09 0.37
C -8.5965 -2.7266 -5.3006 -2.53 0.07 -1.07
O -9.6291 -2.7101 -4.2601 1.32 -0.03 -0.48
O -7.7061 -0.5602 -5.6798 1.29 1.87 0.63
H -9.6420 -0.9028 -5.9724 -0.10 -0.27 0.16
H -8.5667 -1.5323 -7.2050 -0.14 -0.57 -0.19
H -7.6006 -2.9658 -4.9276 -0.19 0.40 0.33
H -8.8959 -3.5276 -5.9766 0.34 -0.36 -0.08
H -10.4129 -2.9143 -4.7755 -0.32 -0.03 0.38
H -6.8569 -0.9837 -5.8256 0.10 0.09 -0.02
C -4.3744 7.5884 -5.9954 -0.60 -0.69 1.33
C -3.8479 7.8089 -4.5453 0.60 -0.09 -1.59
O -4.8349 7.6001 -3.5774 -0.64 -0.44 0.37
O -4.8492 6.2379 -6.1302 0.15 -0.61 0.62
H -3.5416 7.6699 -6.6940 -0.20 0.90 -0.06
H -5.2884 8.1680 -6.1245 0.55 0.88 -0.50
H -3.4348 8.8086 -4.4108 -0.03 0.18 -0.51
H -2.9973 7.1319 -4.4656 0.01 -0.35 0.47
H -4.7025 8.2342 -2.8689 -0.04 -0.05 0.00
H -4.9904 6.0528 -7.0616 0.05 0.09 -0.04
C -0.5929 -0.2866 -6.9679 -0.20 1.08 -1.66
C -0.4712 1.1388 -7.5308 -0.13 0.01 0.17
O -0.3058 2.0950 -6.4813 0.10 -0.41 0.04
O -1.9075 -0.5245 -6.4680 0.61 0.26 0.75
H 0.1957 -0.3484 -6.2180 -0.04 -0.64 0.09
H -0.4800 -0.9621 -7.8158 0.39 -0.26 0.27
H -1.3811 1.4186 -8.0617 -0.06 -0.31 -0.36
H 0.3837 1.2191 -8.2023 0.03 0.02 0.08
H -0.9083 1.7608 -5.8128 -0.10 0.49 0.39
H -1.8202 -0.3008 -5.5386 -0.60 -0.23 0.27
C 6.1320 2.7795 -3.8281 -0.20 0.51 1.19
C 7.4798 2.9372 -3.1176 -1.18 -1.00 -1.84
O 8.4337 2.5194 -4.0854 1.25 0.57 0.46
O 5.9556 3.7772 -4.8150 -0.32 -0.25 0.10
H 5.3253 2.8419 -3.0977 -0.17 0.27 0.37
H 6.0036 1.7754 -4.2321 0.48 -0.25 -0.29
H 7.4061 2.3339 -2.2129 0.57 -0.11 0.18
H 7.6918 3.9813 -2.8872 -0.03 -0.14 0.00
H 8.3807 1.5952 -4.3397 -0.39 -0.05 0.36
H 4.9985 3.8392 -4.8559 -0.02 0.44 -0.53
C -2.7442 -8.1278 -7.6893 -0.46 -1.08 -1.82
C -3.8333 -8.2748 -8.8005 0.30 0.35 0.23
O -5.1094 -8.4422 -8.2269 -0.55 0.20 0.44
O -2.5231 -9.3801 -7.0046 -0.27 1.09 -0.24
H -3.0752 -7.3015 -7.0602 0.16 -0.13 0.38
H -1.8072 -7.8819 -8.1890 0.08 0.05 0.27
H -3.7135 -9.0575 -9.5496 0.79 -0.39 0.30
H -3.8898 -7.3670 -9.4011 0.08 0.31 0.25
H -5.0531 -9.1366 -7.5664 -0.20 -0.18 -0.10
H -3.3562 -9.6021 -6.5825 0.07 -0.20 0.29
C -2.3784 -8.6127 2.2693 0.91 -0.99 0.16
O -2.8539 -7.7222 3.2566 -0.20 0.00 -0.47
H -2.8242 -8.4739 1.2844 0.03 0.19 -0.03
H -1.2907 -8.5808 2.2063 0.00 0.72 -0.13
H -2.5071 -9.6514 2.5735 -0.56 -0.22 0.02
H -3.8056 -7.7801 3.1441 -0.18 0.31 0.45
C 6.6662 10.3822 2.7005 -0.52 -0.35 -0.33
C 6.9288 10.1133 1.2049 2.61 -0.32 1.59
C 5.7109 10.0331 0.3670 0.33 1.29 -1.17
O 5.0094 8.8667 0.6039 -0.18 -0.31 0.59
C 3.8137 8.7533 -0.1236 0.22 -0.13 0.14
N 7.9568 11.1319 0.7814 -0.83 -0.01 -0.06
H 7.5817 10.5765 3.2594 0.04 0.22 -0.19
H 6.2131 9.5322 3.2108 -0.18 -0.11 -0.25
H 5.9698 11.2164 2.7851 0.16 0.20 0.20
H 7.3908 9.1298 1.1184 0.04 -0.35 0.14
H 6.0533 10.0427 -0.6677 -0.06 0.16 -0.46
H 5.1270 10.9396 0.5263 -0.50 0.13 0.00
H 3.9731 8.6512 -1.1970 0.32 -0.43 -0.21
H 3.1892 9.6446 -0.0631 -0.24 0.08 0.58
H 3.3646 7.8639 0.3185 -0.50 0.18 -0.43
H 8.5785 10.8375 0.0419 -0.45 -0.38 -0.51
H 8.6116 11.2648 1.5388 -0.27 0.13 0.36
C 2.1508 6.3183 7.3315 0.47 0.73 0.64
C 0.7656 6.8541 7.5896 0.26 -0.05 0.26
C 0.4415 7.9404 6.5829 0.17 1.26 0.17
O 1.3651 9.0026 6.7561 0.17 -0.55 1.57
C 1.0815 10.1380 6.0287 0.11 0.54 -0.44
N -0.1988 5.7770 7.5237 -0.63 0.16 -0.91
H 2.1970 5.9132 6.3206 0.14 -0.05 -0.01
H 2.4127 5.5588 8.0681 0.02 -0.15 -0.09
H 2.8501 7.1455 7.4532 0.30 -0.16 -0.25
H 0.6116 7.2393 8.5976 0.71 0.62 -0.01
H -0.5755 8.2922 6.7565 -0.29 0.13 0.02
H 0.5462 7.7363 5.5173 -0.29 -1.19 -0.22
H 1.2975 9.9525 4.9765 -0.09 0.19 -0.39
H 1.7263 10.9414 6.3850 0.04 -0.06 -0.04
H 0.0488 10.4705 6.1338 -0.26 -0.03 0.03
H 0.3037 4.9404 7.7840 -0.25 -0.35 -0.05
H -0.3447 5.7458 6.5248 -0.59 -1.01 -0.30
C 5.1386 -4.6013 4.1800 0.31 -0.25 0.51
C 5.9452 -5.0807 5.4342 -1.35 0.25 -0.87
C 7.3731 -4.6097 5.3661 0.67 -0.73 -0.70
O 8.1323 -5.3640 4.3936 0.08 1.20 0.18
C 9.4259 -4.7447 4.1947 -0.88 -0.67 0.65
N 5.3079 -4.4874 6.6064 -0.57 0.30 0.24
H 5.0485 -3.5150 4.1755 0.40 0.10 -0.07
H 4.1042 -4.9441 4.1589 -0.01 -0.37 0.31
H 5.6065 -4.9774 3.2702 0.12 0.20 0.00
H 5.8436 -6.1656 5.4634 0.58 -0.26 -0.10
H 7.8324 -4.7233 6.3480 0.20 0.07 0.20
H 7.3964 -3.5606 5.0711 -0.08 0.23 0.17
H 9.8803 -5.2436 3.3387 0.12 0.10 0.25
H 9.9864 -4.8569 5.1227 0.46 -0.36 -0.08
H 9.3910 -3.6640 4.0574 -0.44 0.12 -0.45
H 4.3452 -4.7928 6.6131 -0.34 0.24 -0.19
H 5.6271 -4.8156 7.5067 0.72 -0.18 -0.06
C 7.3339 -12.5566 -0.3123 0.16 0.93 -1.35
C 7.4503 -10.9603 -0.3488 -0.58 -2.74 -0.95
C 6.3099 -10.2921 -1.1290 0.01 -0.52 -0.36
O 6.4457 -10.4196 -2.5875 -0.62 1.45 1.71
C 5.4765 -9.5434 -3.2121 1.20 -1.03 -1.27
N 7.4501 -10.5773 1.0293 -0.06 1.21 0.72
H 6.5299 -12.9715 0.2956 0.07 0.60 0.45
H 8.2857 -13.0110 -0.0372 -0.01 0.09 0.24
H 7.1034 -12.9407 -1.3060 0.19 0.14 -0.28
H 8.3593 -10.6674 -0.8742 0.29 -0.21 -0.17
H 6.2991 -9.2527 -0.8009 0.01 0.41 -0.39
H 5.3418 -10.7070 -0.8486 -0.12 -0.17 0.15
H 5.7494 -9.5419 -4.2674 -0.04 -0.37 -0.19
H 5.5658 -8.4776 -3.0016 -0.16 -0.08 1.00
H 4.4728 -9.9659 -3.1649 -0.15 0.32 0.46
H 8.2751 -10.9374 1.4873 0.02 -0.46 0.08
H 7.6027 -9.5802 1.0802 -0.21 0.45 0.17

***

107
Properties=species:S:1:pos:R:3:forces:R:3 method="wB97M-V/def2-TZVPD" lumo_ev=-6.1 gap_ev=1.0 total_charge=0 total_energy_ev=-313349.0134
C -1.3458 -6.2791 -2.2063 0.91 2.07 1.09
C -1.7275 -4.8934 -2.8995 3.25 0.41 -3.44
O -1.0399 -4.5279 -3.9051 -3.24 -1.16 3.94
O -2.7541 -3.9891 -2.4769 1.25 -0.92 1.18
C -2.9338 -4.0313 -1.0420 0.47 -0.51 1.03
C -3.5595 -2.6967 -0.4251 -2.33 1.49 -1.02
C -3.1586 -1.3136 -1.1307 -2.32 2.51 3.73
C -3.7453 -0.0462 -0.4865 0.34 -2.96 0.73
C -4.6888 -0.1078 0.7910 0.53 -0.20 0.09
C -5.0917 -1.4433 1.5012 2.08 -0.77 -3.03
C -6.0086 -1.4034 2.8093 1.61 0.50 -0.78
C -4.9921 -1.3400 4.1003 -1.65 0.65 2.35
O -5.3163 -0.9021 5.2334 1.41 -1.30 -4.39
O -3.6489 -1.8329 3.8693 -0.72 1.98 1.79
C -2.7127 -1.3764 4.8863 1.76 1.97 1.43
C -2.0228 -2.5498 5.7670 -1.09 -0.10 -1.35
O -2.4237 -0.1434 5.0469 -2.29 -4.72 -1.60
C -4.5023 -2.7581 0.8620 0.78 3.41 0.55
P -4.9233 -4.4175 1.6928 -0.93 0.17 -1.00
N -6.5129 -4.6261 1.8854 -0.14 -0.79 2.37
C -5.0335 1.4139 1.1367 -1.72 -3.15 -0.54
O -6.0736 1.9080 1.7730 5.28 -1.16 -1.45
N -3.8709 2.0985 0.5048 -1.78 2.39 -0.70
C -3.7307 3.5786 0.6715 -0.21 0.90 1.66
C -2.5395 3.7944 1.7979 -0.69 -0.43 -0.35
C -1.0842 3.9446 1.1564 -0.07 -1.64 0.01
F -1.1410 3.3619 -0.1614 0.43 1.44 2.68
F -0.1917 3.1252 1.9422 -2.39 5.01 -3.28
C -0.5882 5.4804 1.0163 -1.01 -0.04 0.22
F -1.3314 6.0193 -0.1015 1.96 -0.74 2.86
F -0.8791 6.1850 2.2422 0.40 -1.50 -3.32
C 1.0085 5.5892 0.8155 0.65 -1.59 2.18
F 1.5766 5.3956 2.1254 -1.44 0.49 -3.38
F 1.4798 4.4927 0.0295 -0.88 2.90 1.20
C 1.5313 7.0271 0.3147 -0.19 1.93 2.08
F 0.5625 8.0559 0.5936 2.29 -3.01 -0.82
F 2.6640 7.3681 1.1399 -2.35 -0.82 -2.83
C 1.8424 7.1220 -1.2582 -2.30 1.35 -1.28
F 0.8845 6.3754 -2.0301 2.65 1.68 2.33
F 1.6406 8.4954 -1.6422 1.17 -3.68 0.79
C 3.3217 6.6583 -1.6927 -0.98 2.72 -0.98
F 3.1595 5.9548 -3.0079 -0.15 2.51 2.24
F 3.9599 5.6875 -0.7843 -1.70 3.41 0.38
C 4.3603 7.8915 -1.9333 1.47 2.31 -0.01
F 4.0832 8.6020 -3.1334 0.12 -2.24 3.32
F 4.3599 8.7978 -0.8168 -0.58 -2.67 -3.00
C 5.9119 7.3894 -2.0478 3.06 0.77 0.02
F 6.0476 6.1744 -2.7768 -0.64 2.63 1.50
F 6.5000 7.1856 -0.7786 -1.94 0.49 -3.36
F 6.6387 8.3844 -2.7267 -2.15 -2.83 1.92
C -3.5840 1.5031 -0.8095 1.05 -1.91 -2.95
O -3.2935 2.0405 -1.9150 -1.15 -1.57 5.43
H -2.1648 -7.1190 -2.3061 0.20 -0.40 -0.44
H -0.3246 -6.6488 -2.6030 -2.03 0.74 0.30
H -1.1935 -6.1117 -1.0756 -0.36 -0.30 -1.53
H -1.8858 -4.1557 -0.5525 -1.64 0.43 -0.55
H -3.5143 -4.9835 -0.7887 0.44 1.59 -0.22
H -2.4618 -1.2354 -2.0278 -1.22 -0.46 1.35
H -6.6348 -0.4282 2.7496 1.16 -1.56 0.49
H -6.7335 -2.2847 2.8631 1.25 1.02 0.04
H -0.9156 -2.6453 5.4952 -1.54 0.56 0.56
H -2.5134 -3.5603 5.4802 0.70 1.82 0.55
H -2.2246 -2.3124 6.8652 0.52 -0.22 -1.59
H -4.3139 -4.4666 3.0126 0.15 0.18 -1.08
H -4.4386 -5.5346 0.9191 0.42 1.11 0.48
H -6.6496 -4.7063 2.9218 0.13 0.63 -0.70
H -3.5386 4.1605 -0.2909 -0.16 -1.16 1.27
H -4.6836 4.0033 1.1808 1.39 -0.83 -1.09
H -2.4979 2.7885 2.3962 1.08 2.42 -1.58
H -2.8080 4.6016 2.5639 0.65 -0.87 -1.31
B -6.4675 -5.9069 -1.1300 0.24 -0.43 -1.81
F -6.0012 -4.6086 -0.7166 -0.11 -2.63 0.67
F -5.3591 -6.8130 -1.1699 -0.90 0.95 0.60
F -7.4451 -6.3857 -0.1785 0.22 -0.17 0.44
F -7.0620 -5.8130 -2.4240 0.52 -0.03 1.71
Ca -3.5912 1.4245 3.3439 0.60 -1.74 0.33
F -2.5690 -8.4675 -2.6192 -0.06 0.27 0.20
C 6.8847 3.7408 0.2647 -0.30 0.25 -1.23
C 7.8405 3.5408 1.4566 -1.91 -0.14 -0.27
C 9.2949 3.7342 0.9590 2.20 -0.21 -0.69
O 7.7186 2.3015 1.8793 0.48 0.58 0.44
H 7.0767 3.0312 -0.5472 0.10 0.03 0.22
H 5.8375 3.6299 0.5686 0.18 -0.17 0.32
H 7.0012 4.7487 -0.1492 0.23 0.00 0.11
H 7.6445 4.3731 2.1506 0.24 -0.35 0.72
H 9.5622 3.0257 0.1694 -0.27 0.09 0.16
H 10.0161 3.6185 1.7728 -0.38 -0.08 0.02
H 9.4219 4.7421 0.5499 -0.43 -0.02 0.05
Al 4.1921 4.6113 -2.1884 2.23 -6.34 -2.09
Br 0.3649 1.1649 2.9433 -0.39 -2.89 1.70
F 12.2636 4.4572 -0.3124 -0.66 -0.22 -1.60
Al 11.9089 4.2254 -2.0389 0.65 -0.09 -0.34
F 12.5804 2.6741 -2.5789 -0.85 1.66 0.63
F 12.6330 5.5471 -2.9768 -0.90 -1.35 1.03
F 10.1439 4.2240 -2.2792 1.40 0.05 0.42
Li -7.4625 -6.7142 2.1110 0.38 0.92 -1.65
C 0.2000 -11.5948 -4.0307 -0.04 -0.92 -0.46
C 0.3481 -10.1263 -4.2670 -0.81 0.64 -0.28
O 0.2556 -9.5788 -2.9681 0.78 -0.73 0.06
C 0.7291 -10.5440 -2.1342 0.16 0.37 1.54
O 1.0553 -10.3511 -0.9971 -0.30 -0.27 -1.03
O 0.7949 -11.7583 -2.7524 0.07 0.53 0.26
F -0.6760 -9.6495 -5.0095 0.19 0.08 -0.17
H -0.8459 -11.9114 -3.9880 0.01 0.30 -0.06
H 0.7170 -12.1923 -4.7836 0.09 0.00 0.23
H 1.3010 -9.8371 -4.7208 -0.12 0.09 -0.07
Br -5.8932 -2.3461 -1.5277 0.36 1.57 -1.29

***

16
Properties=species:S:1:pos:R:3:forces:R:3 method="wB97M-V/def2-TZVPD" lumo_ev="-1.0 / -1.0" gap_ev="8.3 / 8.3" e_above_lowest_kcal_mol=86.04 total_charge=0 smiles="C=C(N=O)[C@H](Br)CC" total_energy_ev=-78891.5923
C 0.3772 1.6194 1.5763 0.04 -0.02 -0.74
C 0.5683 0.9795 0.4171 -0.26 -2.96 2.12
N 0.9586 1.5945 -0.7486 0.54 1.30 -2.28
O 0.5856 2.7244 -1.0164 -0.05 -1.01 0.87
C 0.7155 -0.6586 0.3296 -0.06 2.87 -0.03
Br 2.6268 -1.0379 0.2006 -0.11 -0.11 0.04
C -0.0434 -1.2014 -0.8606 -0.09 -0.14 0.04
C -1.5412 -0.9852 -0.6732 0.18 -0.03 0.01
H 0.3564 2.6968 1.5893 0.08 0.21 -0.03
H 0.3008 1.1104 2.5209 -0.14 -0.23 0.08
H 0.3733 -1.0776 1.2743 0.05 0.05 -0.06
H 0.1649 -2.2696 -0.9660 0.07 0.10 -0.03
H 0.3007 -0.6969 -1.7663 0.08 -0.09 0.03
H -1.7671 0.0742 -0.5749 -0.12 0.09 0.01
H -1.8887 -1.4963 0.2238 -0.10 -0.01 0.05
H -2.0876 -1.3757 -1.5258 -0.11 -0.03 -0.08

***

16
Properties=species:S:1:pos:R:3:forces:R:3 method="wB97M-V/def2-TZVPD" lumo_ev=0.9 gap_ev=10.5 e_above_lowest_kcal_mol=48.08 total_charge=0 smiles="C=NC.NCO" total_energy_ev=-8299.4192
C -1.9738 0.1247 -1.8383 0.11 0.24 0.28
N -1.6092 -0.9472 -1.2909 -0.33 -0.30 -0.17
C -2.3477 -1.3756 -0.1038 0.64 -0.14 -0.30
H -2.7125 0.7932 -1.3712 -0.06 -0.05 -0.22
H -1.5253 0.4299 -2.7821 0.05 0.04 0.13
H -3.1896 -1.9735 -0.4414 -0.18 -0.04 0.04
H -2.6951 -0.5463 0.5081 -0.15 0.16 0.12
H -1.7056 -2.0369 0.4769 -0.06 0.10 0.14
N 2.3332 0.2317 1.7413 0.41 0.04 0.19
C 2.6834 0.7164 0.4462 -1.45 -0.02 0.04
O 1.6410 1.4816 -0.2149 0.07 0.08 0.38
H 2.4957 0.8682 2.5060 -0.35 0.04 -0.09
H 1.4534 -0.2582 1.7898 0.06 -0.02 0.11
H 3.5100 1.4052 0.5477 0.48 -0.26 -0.25
H 2.8344 -0.1548 -0.1838 0.63 0.07 -0.23
H 0.8078 1.2415 0.2102 0.14 0.05 -0.19

***

8
Properties=species:S:1:pos:R:3:forces:R:3 method="wB97M-V/def2-TZVPD" lumo_ev="-3.5 / -3.5" gap_ev="5.5 / 5.5" e_above_lowest_kcal_mol=106.23 total_charge=0 total_energy_ev=-15016.8591
C 0.3076 0.1230 -0.9844 -1.75 -1.58 -0.31
C 0.6922 -0.8752 -0.0601 -1.47 -1.16 1.85
O -0.6641 -0.1635 -1.6726 0.39 1.23 -0.67
S -1.2956 0.7400 2.0220 0.96 -0.70 -0.74
H 0.9445 0.9779 -1.0110 0.21 1.26 -0.58
H 0.0514 -1.8085 -0.0127 1.00 1.32 0.01
H 1.6730 -0.8348 0.3583 0.44 -0.15 0.61
H -1.7090 1.8412 1.3604 0.24 -0.23 -0.17